1.
Density functional theory data (wB97M-V/def2-TZVPD) for a structure of composition C20H29BF19N2O18S4Zr.

Geometry (Å):
Zr (2.3698, -8.5011, -6.9658)
N (0.1379, -11.7004, -5.7818)
S (-1.4250, -11.9993, -6.1796)
O (-1.7689, -13.3701, -6.4467)
O (-2.1998, -10.9014, -6.6960)
F (-1.8102, -11.8682, -4.5938)
S (0.5844, -11.5303, -7.4594)
O (1.7380, -10.5686, -7.4817)
O (-0.2801, -11.4260, -8.5896)
F (1.3071, -12.9091, -7.7720)
N (2.2534, -8.3604, -9.0150)
S (1.3199, -8.6140, -10.2895)
O (1.4064, -9.8941, -10.9387)
O (0.8180, -7.4083, -10.9193)
F (0.0238, -8.9514, -9.3908)
S (3.3936, -7.6457, -10.1930)
O (3.2107, -6.2864, -10.5617)
O (4.1037, -8.4410, -11.1374)
F (4.4905, -7.5181, -9.0379)
B (0.2573, -7.9923, -6.3534)
H (0.5657, -7.8151, -7.3996)
H (0.3717, -9.0472, -6.0658)
H (1.0662, -7.4858, -5.8041)
H (-0.7283, -7.5218, -6.0966)
C (7.7534, -9.9805, -14.8851)
C (7.2911, -9.8636, -13.4381)
O (7.4472, -8.5157, -12.9658)
C (7.0534, -8.1121, -11.7653)
O (6.6606, -8.8183, -10.8550)
C (7.1510, -6.6030, -11.6293)
F (8.0080, -6.2598, -10.6774)
F (7.5240, -6.0040, -12.7576)
F (5.9299, -6.0810, -11.2941)
H (7.8308, -10.9789, -15.3115)
H (8.7033, -9.4496, -14.9532)
H (7.0660, -9.4863, -15.5745)
H (8.0193, -10.3799, -12.8100)
H (6.2952, -10.2945, -13.3447)
C (3.5953, -3.0854, -9.2205)
C (3.1088, -3.4469, -7.7954)
O (1.6889, -3.6653, -7.8711)
C (1.2216, -4.9549, -7.9486)
O (1.8438, -5.9834, -7.7677)
C (-0.2940, -4.9958, -8.2829)
F (-0.7397, -3.8616, -8.8266)
F (-0.6440, -6.0288, -9.0061)
F (-0.8975, -5.1372, -7.0990)
H (3.5941, -3.8947, -9.9561)
H (4.6787, -2.9651, -9.1562)
H (3.0339, -2.2956, -9.7146)
H (3.2900, -2.6318, -7.0970)
H (3.6020, -4.3205, -7.3678)
C (-0.5407, -4.7164, -12.0929)
C (0.7273, -3.8573, -12.0205)
O (1.4601, -4.0613, -13.2111)
C (2.4001, -3.1985, -13.5655)
O (2.8111, -2.2892, -12.8908)
C (2.9624, -3.4461, -14.9698)
F (2.4236, -4.5673, -15.4815)
F (2.7270, -2.3694, -15.7053)
F (4.2718, -3.6382, -14.9143)
H (-0.4496, -5.7060, -12.5397)
H (-1.3828, -4.1559, -12.4910)
H (-0.7292, -5.0194, -11.0648)
H (1.3244, -4.0770, -11.1339)
H (0.3438, -2.8453, -11.8812)
C (7.0915, -9.0028, -6.8686)
C (6.6326, -10.3234, -6.3138)
O (6.0960, -11.1326, -7.3864)
C (4.9372, -10.8839, -8.0191)
O (4.2358, -9.9325, -7.6731)
C (4.7318, -11.8154, -9.2061)
F (5.4132, -12.9516, -9.0916)
F (3.4429, -12.1441, -9.3752)
F (5.1632, -11.1547, -10.2675)
H (7.8940, -9.1268, -7.5996)
H (7.5386, -8.3481, -6.1194)
H (6.4107, -8.3930, -7.4658)
H (5.8744, -10.2042, -5.5412)
H (7.5270, -10.8930, -6.0746)
C (-6.0393, -4.5200, -9.6103)
C (-5.5908, -5.4749, -10.7147)
O (-4.8775, -6.5816, -10.1668)
C (-4.0307, -7.2503, -10.9366)
O (-3.8602, -7.0193, -12.1077)
C (-3.1180, -8.2571, -10.1872)
F (-2.0243, -8.4936, -10.9277)
F (-2.7147, -7.7572, -9.0069)
F (-3.8145, -9.3675, -10.0349)
H (-6.5877, -5.0338, -8.8217)
H (-6.5368, -3.6680, -10.0718)
H (-5.2146, -4.0550, -9.0653)
H (-4.9688, -4.9285, -11.4261)
H (-6.4228, -5.8010, -11.3398)

Forces on the atoms, in the same order (eV/Å):
Zr -2.45 -2.48 -2.63
N 0.70 0.79 -6.00
S -4.87 -0.65 5.05
O 1.04 1.38 -0.74
O 1.28 -0.78 -0.50
F 0.26 -0.26 -0.79
S 0.66 -1.97 0.92
O 0.92 1.71 0.92
O 0.37 0.40 1.42
F 0.20 1.08 0.72
N 2.45 1.30 -3.42
S -10.32 -3.58 -0.50
O 1.85 1.92 0.16
O 2.35 -1.38 0.21
F 0.70 0.48 0.38
S 6.19 3.23 0.65
O -1.26 -0.37 0.82
O -2.13 -1.17 0.63
F -0.14 -0.07 1.04
B -2.02 0.26 0.60
H 0.95 0.22 -3.64
H 0.73 -3.73 0.78
H 3.48 2.23 2.23
H -1.55 0.51 0.30
C -0.14 1.35 -0.26
C 1.13 -1.49 0.16
O -0.90 1.44 -0.28
C -0.30 -2.46 0.13
O 0.65 0.97 -0.87
C -0.56 1.47 -0.46
F 0.13 -0.12 0.36
F -0.03 -0.16 0.18
F 0.71 -0.56 -0.06
H 0.17 -0.25 0.73
H 0.12 -0.26 -0.27
H -0.08 0.27 0.20
H -0.42 -0.68 0.00
H -0.14 0.51 0.57
C 0.64 -1.11 0.28
C 0.73 0.14 -1.15
O -1.72 -3.21 -0.01
C 1.18 2.61 -0.39
O 0.65 0.19 0.53
C -0.51 0.99 0.79
F 0.43 -0.49 -0.07
F 0.42 -0.26 -0.50
F -0.17 0.10 0.59
H -0.65 -0.49 0.45
H -0.07 0.97 0.06
H 0.32 0.44 0.47
H -0.39 0.12 -0.12
H -0.01 -0.11 -0.28
C 0.44 -0.51 0.98
C -1.39 -0.28 0.55
O 0.33 0.09 -0.97
C 0.08 0.72 1.29
O -0.19 -0.38 -0.26
C -0.30 -0.83 0.52
F 0.01 0.69 -0.49
F -0.24 -0.25 -0.49
F 0.50 0.06 0.06
H 0.32 0.33 -0.64
H 0.01 -0.21 -0.10
H -0.57 0.40 0.06
H 0.29 -0.23 -0.22
H 0.66 0.33 -0.42
C 0.94 1.12 -0.88
C -0.02 0.79 -0.92
O -2.15 -0.81 -1.98
C 2.74 1.15 3.20
O -0.77 0.21 0.15
C -0.72 -1.20 -1.03
F 0.01 0.49 0.29
F 0.46 0.58 0.29
F -0.01 0.13 -0.15
H 0.13 -0.47 0.13
H -0.21 -0.20 0.31
H -0.64 -0.27 0.43
H 0.24 -0.38 0.23
H -0.39 -0.08 0.77
C 0.72 -0.30 0.22
C -0.17 1.20 -0.60
O 0.29 -0.83 0.94
C 0.45 1.65 -1.28
O -0.10 -0.52 0.52
C -0.39 0.91 -0.64
F -0.56 -0.08 0.31
F -0.18 -0.47 -0.07
F 0.26 -0.61 0.51
H -0.57 0.14 -0.33
H -0.56 -0.29 0.11
H 0.42 -0.25 -0.28
H 0.38 -0.16 0.14
H -0.15 -0.40 0.36

Properties
Total charge ... +1
DFT total energy ... -5804.944705 a.u.
Maximum force ... 10.93 eV/A

***

2.
Density functional theory data (wB97M-V/def2-TZVPD) for a cluster of 4 separate species, C20H29BF9N5O8PS in total.

Geometry (Å):
C (-2.1170, 2.2944, 4.5282)
C (-2.4439, 3.8051, 4.0810)
N (-2.1733, 4.1145, 2.6366)
N (-2.5063, 3.0789, 1.7873)
C (-3.9342, 2.8617, 1.4951)
N (-4.9947, 3.6998, 2.1268)
C (-4.4273, 1.7447, 0.5080)
C (-3.3401, 0.8141, -0.1554)
P (-3.8820, -0.5611, -1.3843)
S (-5.6297, -1.3001, -0.9238)
C (-1.8159, 1.0364, 0.2083)
B (-0.6715, 0.0619, -0.4249)
N (0.1068, 0.3075, -1.6697)
O (-0.3672, -1.1510, 0.3321)
C (-1.4966, 2.2079, 1.1756)
O (-0.0853, 2.4152, 1.4823)
C (0.3142, 3.4006, 0.5094)
N (0.7104, 4.2394, -0.2657)
H (-3.0221, 1.6422, 4.2102)
H (-1.1397, 1.9669, 4.0232)
H (-2.0219, 2.2610, 5.6820)
H (-1.7650, 4.5195, 4.6926)
H (-3.5282, 4.1115, 4.3522)
H (-1.1906, 4.4077, 2.5436)
H (-4.6309, 4.6615, 2.2605)
H (-5.1180, 3.2835, 3.0778)
H (-5.5556, 1.6166, 0.2973)
H (-3.8857, -0.0566, -2.7445)
H (-2.8810, -1.5976, -1.3584)
H (1.0632, 0.6388, -1.4617)
H (-0.3729, 0.9412, -2.3255)
H (-1.2512, -1.3905, 0.7170)
C (3.1850, -1.8823, 1.8096)
C (2.3367, -3.1199, 2.0274)
O (3.0177, -4.0622, 2.8692)
C (2.9753, -3.8070, 4.1960)
O (2.4164, -2.8571, 4.6843)
C (3.6925, -4.9056, 4.9748)
F (4.8898, -5.2231, 4.4366)
F (2.9739, -6.0490, 5.0075)
F (3.9282, -4.5650, 6.2553)
H (4.1680, -2.1550, 1.4166)
H (2.6997, -1.1997, 1.1087)
H (3.3561, -1.3483, 2.7479)
H (2.1644, -3.6178, 1.0711)
H (1.3556, -2.8691, 2.4421)
C (3.1794, 6.0376, -3.1961)
C (2.9397, 4.5584, -3.4275)
O (2.5248, 4.3149, -4.7807)
C (3.5101, 4.2935, -5.7072)
O (4.6755, 4.4675, -5.4586)
C (2.9392, 3.9785, -7.0865)
F (1.8325, 4.7017, -7.3657)
F (2.5835, 2.6792, -7.1987)
F (3.8141, 4.2224, -8.0789)
H (2.2936, 6.6172, -3.4696)
H (3.4202, 6.2310, -2.1487)
H (4.0026, 6.4072, -3.8125)
H (2.1286, 4.2141, -2.7825)
H (3.8238, 3.9627, -3.1805)
C (0.4122, -6.9300, -2.2038)
C (0.4307, -6.0668, -0.9575)
O (-0.5577, -5.0253, -1.0424)
C (-1.8276, -5.3910, -0.7619)
O (-2.1599, -6.5073, -0.4597)
C (-2.7596, -4.1856, -0.8424)
F (-2.5520, -3.4392, -1.9568)
F (-2.5968, -3.3472, 0.2115)
F (-4.0570, -4.5302, -0.8543)
H (0.5343, -6.3142, -3.0989)
H (1.2126, -7.6716, -2.1720)
H (-0.5403, -7.4557, -2.3083)
H (1.4004, -5.5733, -0.8683)
H (0.2871, -6.6629, -0.0513)

Forces on the atoms, in the same order (eV/Å):
C -0.78 0.65 -0.15
C 0.09 0.24 1.95
N 0.31 0.17 1.17
N -0.63 -3.14 -2.77
C -0.58 -1.71 -1.78
N 2.87 -1.52 -0.13
C 4.26 0.13 0.71
C 0.94 3.48 2.64
P -1.28 -0.48 0.28
S 0.60 0.50 0.02
C -3.82 2.93 1.51
B 1.92 -1.89 0.26
N -1.28 0.88 1.84
O -2.26 2.52 -1.34
C -2.13 -2.53 -1.69
O -1.72 3.05 -3.15
C 1.49 1.65 -1.17
N -2.11 -4.31 3.93
H 1.78 0.74 0.55
H -1.47 0.25 0.91
H -0.10 -0.01 -2.06
H -1.13 -1.09 -1.23
H 1.84 -0.63 -0.49
H -0.67 -0.45 -0.42
H -0.19 -0.68 -0.09
H -0.26 0.53 -0.92
H 2.14 0.30 0.46
H 0.59 0.14 1.02
H -0.04 1.44 0.03
H -0.52 -0.58 -0.59
H 0.72 -0.12 0.52
H 1.38 -0.04 0.18
C 0.27 0.12 0.26
C -0.24 0.52 -0.42
O 0.10 -0.33 1.03
C -0.94 1.19 -1.21
O 0.59 -0.95 0.05
C 1.19 -1.48 1.23
F -0.60 0.46 -0.09
F -0.09 0.67 -0.30
F -0.39 0.29 -0.80
H -0.15 -0.02 -0.09
H -0.02 -0.12 0.01
H -0.13 -0.05 -0.08
H 0.14 -0.22 0.23
H 0.21 -0.07 0.15
C 0.09 0.22 -0.27
C 0.22 0.27 0.64
O 0.27 -0.33 -0.97
C 0.59 0.29 1.86
O -0.93 -0.24 -0.72
C -0.65 -0.21 -2.08
F 0.48 -0.13 0.52
F 0.25 0.38 0.52
F -0.15 -0.01 0.94
H 0.00 -0.11 0.14
H -0.04 -0.06 -0.07
H -0.01 -0.13 0.13
H -0.10 -0.04 -0.34
H -0.03 0.10 -0.28
C -0.34 0.00 -0.21
C 0.59 -0.70 -0.09
O -1.23 0.49 0.30
C 1.74 -1.56 0.13
O -0.36 1.26 -0.20
C -1.72 0.76 -0.30
F 0.32 -0.66 0.26
F 0.31 -0.32 -0.07
F 1.06 -0.17 0.06
H 0.14 -0.02 0.12
H -0.04 0.10 0.04
H 0.14 -0.02 0.12
H -0.27 0.26 -0.01
H -0.23 0.14 -0.13

Properties
Total charge ... +1
DFT total energy ... -3318.002273 a.u.
Maximum force ... 6.20 eV/A

***

3.
Density functional theory data (wB97M-V/def2-TZVPD) for a cluster of 3 separate species, C20H29ClO11S in total.

Geometry (Å):
C (-1.7903, 1.8069, 0.7120)
C (-1.0986, 2.3523, 1.5663)
C (-0.1729, 2.6789, 2.7800)
C (1.3176, 3.0996, 2.3307)
C (2.0074, 2.0459, 1.3659)
C (2.5149, 2.5859, -0.0347)
C (2.7524, 4.1299, -0.2744)
C (1.4566, 4.9647, -0.6047)
O (0.3730, 4.5140, -0.9433)
O (3.9107, 2.0688, -0.0682)
S (3.7722, 0.4516, -0.5210)
O (3.9910, -0.4186, 0.6429)
O (4.7711, 0.1466, -1.5466)
O (2.1638, 0.4603, -1.0211)
C (1.9303, 1.8763, -1.3571)
C (2.6224, 2.3015, -2.7239)
C (2.0227, 1.5822, -4.0091)
C (2.4501, 0.0647, -4.1789)
Cl (0.1999, 1.8426, -4.1841)
H (-2.5421, 1.2721, 0.0688)
H (-0.1848, 1.8681, 3.5630)
H (-0.5944, 3.6123, 3.2876)
H (1.9195, 3.1266, 3.2995)
H (1.2304, 4.1525, 1.9399)
H (1.2781, 1.1744, 1.2491)
H (2.8975, 1.6074, 1.9234)
H (3.2283, 4.5659, 0.6685)
H (3.4944, 4.3389, -1.1170)
H (1.5308, 6.1074, -0.5106)
H (0.8221, 2.0216, -1.5178)
H (2.4034, 3.4152, -2.8649)
H (3.7617, 2.2352, -2.6868)
H (2.4699, 2.1334, -4.9021)
H (2.2263, -0.5919, -3.2921)
H (1.8201, -0.3473, -5.0402)
H (3.5266, -0.0302, -4.5434)
C (-3.3771, -3.1672, -1.2616)
C (-4.1654, -2.5698, -0.1186)
C (-5.6432, -2.4910, -0.3729)
O (-6.0319, -1.4003, 0.4611)
C (-4.9408, -0.5925, 0.5796)
O (-4.9543, 0.5011, 1.0550)
O (-3.8265, -1.1973, 0.0779)
H (-3.5903, -2.6500, -2.2005)
H (-2.3050, -3.0597, -1.0813)
H (-3.6088, -4.2269, -1.3845)
H (-3.9432, -3.1055, 0.8103)
H (-6.1676, -3.4036, -0.0886)
H (-5.8949, -2.2414, -1.4083)
C (-0.1756, -2.2005, 2.4790)
C (-0.4610, -3.6803, 2.6087)
C (0.3359, -4.5403, 1.6707)
O (-0.5052, -5.6827, 1.5239)
C (-1.7822, -5.2552, 1.7270)
O (-2.7569, -5.9060, 1.5021)
O (-1.8018, -3.9829, 2.2169)
H (-0.2874, -1.8661, 1.4445)
H (-0.8866, -1.6223, 3.0733)
H (0.8366, -1.9664, 2.8153)
H (-0.3373, -3.9966, 3.6501)
H (1.3057, -4.8224, 2.0813)
H (0.4822, -4.0902, 0.6841)

Forces on the atoms, in the same order (eV/Å):
C 0.06 0.25 0.88
C 0.21 -1.41 0.40
C -0.47 1.42 -1.01
C -0.62 -0.56 0.92
C -1.03 0.17 0.71
C 0.84 0.30 -1.17
C -0.44 0.55 0.76
C -0.84 0.02 0.01
O 1.95 0.21 0.50
O -0.90 -2.39 -1.40
S 2.84 -1.84 1.30
O -1.78 1.85 -1.59
O -2.43 1.38 0.60
O 2.74 0.83 0.26
C -0.68 0.74 -0.04
C -0.47 0.90 0.12
C 1.78 -0.07 -0.35
C -0.98 -0.19 -1.11
Cl 1.20 -0.27 0.40
H 1.34 1.10 0.97
H 0.01 0.58 -1.16
H 0.41 -1.31 -0.58
H -0.72 0.23 -1.29
H 0.32 -1.18 0.19
H 0.96 1.23 -0.22
H -1.05 0.70 -0.99
H -0.65 -0.44 -1.22
H -0.93 -0.58 1.08
H 0.38 -1.21 -0.04
H 1.17 -0.36 0.66
H 0.11 -1.45 0.28
H -1.55 -0.33 -0.18
H -0.77 -0.67 1.19
H 0.46 0.91 -0.84
H 0.81 0.52 1.11
H -1.31 0.30 0.92
C 0.27 0.23 -0.11
C 0.54 -0.87 -0.59
C -0.42 -0.40 0.05
O 0.45 0.37 0.05
C -0.06 0.53 0.24
O 0.00 -0.44 -0.24
O -0.55 0.40 0.28
H -0.09 -0.01 0.08
H -0.07 -0.12 0.07
H 0.00 0.06 0.10
H -0.11 0.03 -0.03
H -0.05 0.18 0.12
H 0.17 -0.03 0.00
C -0.35 0.19 -0.04
C 0.46 1.09 0.15
C 0.57 -0.19 0.04
O -0.57 0.12 0.06
C -0.48 -0.37 -0.13
O 0.38 0.33 0.03
O -0.01 -0.69 -0.24
H 0.06 -0.10 0.02
H 0.11 -0.05 0.05
H -0.05 -0.08 -0.01
H 0.02 -0.10 -0.09
H -0.13 -0.17 -0.06
H -0.05 0.14 0.11

Properties
SMILES string ... C#CCCC[C@@]1(CC=O)OS(=O)(=O)O[C@@H]1C[C@@H](C)Cl.C[C@@H]1COC(=O)O1.C[C@@H]1COC(=O)O1
Total charge ... 0
DFT total energy ... -2465.376207 a.u.
Maximum force ... 3.63 eV/A

***

Number 1: LUMO -7.27 eV. Number 2: LUMO -5.47 eV. Number 3: LUMO 0.40 eV.